1.
Here is a structure of composition C4H5CrO3 from the Open Molecules 2025 dataset. Energies are from ωB97M-V with the def2-TZVPD basis set.

The geometry in XYZ format:
```
13
Properties=species:S:1:pos:R:3:mulliken_charge:R:1
O 3.2182 -0.7953 -0.6117 -0.07
C 3.9648 -1.5332 -0.1804 0.09
Cr 1.9666 0.6918 -1.3359 1.07
O -0.8605 1.4994 -2.0894 -0.39
C 0.0750 1.4383 -1.3477 0.33
O 0.1865 0.2251 -0.5239 -0.33
C -0.9154 -0.4885 0.0423 -0.18
C -1.2515 0.1271 1.3842 -1.08
H -1.7801 -0.4695 -0.6331 0.29
H -0.5973 -1.5340 0.1409 0.29
H -1.8076 1.0644 1.2460 0.33
H -1.8658 -0.5758 1.9640 0.36
H -0.3330 0.3504 1.9448 0.29
```

* LUMO level (spin up / spin down): -6.21 / -5.54 eV
* HOMO-LUMO gap (spin up / spin down): 0.2848 / 0.3080 hartree
* charge: +1
* ΔE to the lowest compared entry with this formula, charge and spin: 0.000 eV
* spin multiplicity: 5


2.
Here is a structure of composition C4H5ErLiO2 from the Open Molecules 2025 dataset. Energies are from ωB97M-V with the def2-TZVPD basis set.

The geometry in XYZ format:
```
13
Properties=species:S:1:pos:R:3:mulliken_charge:R:1
H -3.2413 -0.3541 -3.4495 0.02
C 1.2377 -0.2521 -0.8241 0.23
C 0.5521 0.9762 -0.7657 -0.32
C 0.7933 2.0217 0.1407 -0.13
C 1.6969 2.0051 1.2052 -0.10
O 1.8646 3.0059 1.9801 -0.65
Er 3.1684 3.9329 3.9671 1.74
H 2.0598 -0.4369 -0.1104 0.30
H -0.2024 1.1433 -1.5396 0.20
H 0.2533 2.9601 -0.0106 0.31
H 2.3061 1.1062 1.3909 0.24
O 0.9708 -1.1714 -1.6439 -0.74
Li -0.1508 -1.5729 -2.9832 0.91
```

* LUMO level (spin up / spin down): -9.33 / -9.26 eV
* HOMO-LUMO gap (spin up / spin down): 0.1303 / 0.2240 hartree
* charge: +2
* spin multiplicity: 5


3.
Here is a structure of composition C4H5EuO2 from the Open Molecules 2025 dataset. Energies are from ωB97M-V with the def2-TZVPD basis set.

The geometry in XYZ format:
```
12
Properties=species:S:1:pos:R:3:mulliken_charge:R:1
H 0.2168 0.8566 2.7196 0.28
C 0.0334 1.0552 1.6528 -0.80
C 1.0871 1.4135 0.9764 0.78
O 2.0433 1.6106 0.3179 -0.53
Eu 3.8314 3.3233 -0.7196 1.94
H -0.9554 1.2058 1.2157 0.32
O -1.2819 -1.0550 -2.4652 -0.23
C -1.1018 -1.4888 -1.3417 0.75
C -0.9119 -2.1204 -0.2440 -0.59
H -1.2989 -0.0759 -2.5600 0.44
H 0.1139 -2.3190 0.0832 0.31
H -1.7760 -2.4059 0.3649 0.33
```

* LUMO level (spin up / spin down): -12.65 / -12.39 eV
* HOMO-LUMO gap (spin up / spin down): 0.2783 / 0.2880 hartree
* charge: +3
* ΔE to the lowest compared entry with this formula, charge and spin: 0.000 eV
* spin multiplicity: 8


4.
Here is an isolated molecule of C4H5F2N from the Open Molecules 2025 dataset. Energies are from ωB97M-V with the def2-TZVPD basis set.

The geometry in XYZ format:
```
12
Properties=species:S:1:pos:R:3:mulliken_charge:R:1
C 0.3981 -1.3611 -0.0354 -0.18
C 1.0866 -0.0503 -0.3049 -0.37
C 0.1181 0.9073 0.2903 -0.67
C -1.1905 0.1053 0.1171 0.88
N -0.8056 -1.2360 0.2023 -0.49
F -1.8001 0.3257 -1.0968 -0.32
F -2.1668 0.4692 0.9903 -0.30
H 0.8706 -2.4170 0.0720 0.32
H 2.0758 0.2487 0.1243 0.32
H 0.9503 0.1107 -1.4246 0.23
H 0.3412 0.9896 1.4194 0.29
H 0.1223 1.9079 -0.3538 0.28
```

* LUMO level: 0.77 eV
* HOMO-LUMO gap: 0.4163 hartree
* ΔE to the lowest compared entry with this formula, charge and spin: 0.208 eV
* spin multiplicity: 1


5.
Here is a cluster of 2 separate species, C4H5F3O in total from the Open Molecules 2025 dataset. Energies are from ωB97M-V with the def2-TZVPD basis set.

The geometry in XYZ format:
```
13
Properties=species:S:1:pos:R:3:mulliken_charge:R:1
C 1.3291 -0.1228 0.3411 -0.45
C 0.8118 1.0635 0.0835 -0.61
C -3.1412 -0.5216 -0.0920 0.37
C -2.7710 0.7768 -0.2008 0.42
O -3.0520 -1.5142 -0.9976 -0.46
F -3.5206 -0.9190 1.1347 -0.22
F -2.1837 1.3590 -1.2108 -0.21
F -2.9160 1.7005 0.7499 -0.24
H 1.3171 -0.4865 1.3000 0.29
H 1.9043 -0.5263 -0.4582 0.23
H 0.9564 1.6459 -0.7743 0.26
H 0.2162 1.5948 0.7798 0.28
H -3.9087 -1.6779 -1.3767 0.35
```

* LUMO level: 0.56 eV
* HOMO-LUMO gap: 0.3698 hartree
* ΔE to the lowest compared entry with this formula, charge and spin: 1.802 eV
* spin multiplicity: 1


6.
Here is a structure of composition C4H5FN2 from the Open Molecules 2025 dataset. Energies are from ωB97M-V with the def2-TZVPD basis set.

The geometry in XYZ format:
```
12
Properties=species:S:1:pos:R:3:mulliken_charge:R:1
C -1.5137 -1.2207 0.3733 -0.46
C -0.2981 -0.3431 0.1686 0.68
C -1.2812 0.3831 -0.7689 0.28
C 2.0275 0.3742 0.4134 -0.77
N -2.2843 -0.6433 -0.5122 -0.45
N 0.8691 -0.4234 0.7573 -0.54
F -1.6929 1.6539 -0.4298 -0.29
H -1.6750 -2.1452 0.9042 0.38
H -0.9845 0.4904 -1.7591 0.26
H 2.2514 0.4218 -0.6244 0.31
H 2.8005 -0.0065 0.9849 0.30
H 1.7811 1.4588 0.4928 0.31
```

* LUMO level: -0.01 eV
* HOMO-LUMO gap: 0.3681 hartree
* ΔE to the lowest compared entry with this formula, charge and spin: 3.064 eV
* spin multiplicity: 1


7.
Here is an isolated molecule of C4H5FN2 from the Open Molecules 2025 dataset. Energies are from ωB97M-V with the def2-TZVPD basis set.

The geometry in XYZ format:
```
12
Properties=species:S:1:pos:R:3:mulliken_charge:R:1
C 1.1750 -0.0541 -0.0491 -0.10
C 0.5869 1.2886 0.0246 -0.18
C -0.7770 1.3522 -0.0127 -0.52
C -1.2257 0.0473 -0.1934 0.16
H 2.7091 -0.4330 1.1310 0.35
H 3.1099 -0.0514 -0.4726 0.36
H 1.1682 2.2349 0.1938 0.29
H -1.2183 2.3115 0.1137 0.40
H 0.1647 -1.7567 0.0240 0.29
N 2.3776 -0.7439 0.0437 -0.65
N -0.0672 -0.8281 -0.2202 -0.14
F -2.2958 -0.7896 0.1809 -0.26
```

* LUMO level: 0.68 eV
* HOMO-LUMO gap: 0.3155 hartree
* ΔE to the lowest compared entry with this formula, charge and spin: 3.030 eV
* spin multiplicity: 1


8.
Here is an isolated molecule of C4H5FN2O from the Open Molecules 2025 dataset. Energies are from ωB97M-V with the def2-TZVPD basis set.

The geometry in XYZ format:
```
13
Properties=species:S:1:pos:R:3:mulliken_charge:R:1
C -0.4648 -0.2929 1.4519 -0.16
C -0.1542 -1.1622 -0.7693 -0.30
C 1.0024 1.6115 1.6939 -0.30
C -0.4069 -0.7774 -2.1226 -0.11
N -0.2678 -0.5095 0.2355 0.03
N 0.4310 0.4709 2.2074 0.02
O -0.4938 0.5596 -2.3809 -0.52
F 1.8192 2.1663 2.6719 -0.18
H -1.4470 -0.5451 1.6586 0.40
H 0.4815 -1.1712 -2.8016 0.26
H -1.2812 -1.3849 -2.2825 0.24
H 0.4571 0.1224 3.1724 0.29
H 0.3248 0.9125 -2.7347 0.33
```

* LUMO level: 0.49 eV
* HOMO-LUMO gap: 0.3095 hartree
* ΔE to the lowest compared entry with this formula, charge and spin: 5.310 eV
* spin multiplicity: 1


9.
Here is a cluster of 2 separate species, C4H5FN2O6 in total from the Open Molecules 2025 dataset. Energies are from ωB97M-V with the def2-TZVPD basis set.

The geometry in XYZ format:
```
18
Properties=species:S:1:pos:R:3:mulliken_charge:R:1
C -1.4199 1.5860 -1.0879 0.78
C 0.9076 -0.3740 -1.8771 -0.90
C -0.6728 -0.5945 -1.8386 0.01
C 0.5034 0.0154 2.4869 0.12
N 0.3025 -1.4074 2.2810 0.94
N 0.0824 0.9780 1.6191 0.80
O -0.2689 -1.7254 1.2536 -0.61
O -0.5043 0.7307 0.4424 -0.60
O -1.7754 2.6360 -0.8514 -0.21
O 0.6509 -2.1387 3.1855 -0.60
O 0.1572 2.1187 2.0139 -0.65
O -1.2507 0.7259 -1.9868 -0.23
F 1.1313 0.3039 3.5929 -0.21
H 1.5226 -0.8866 -1.0726 0.27
H 1.3830 -0.5646 -2.8132 0.34
H 1.1975 0.7339 -1.7068 0.24
H -0.7887 -1.0845 -0.8399 0.19
H -1.1576 -1.0528 -2.8011 0.33
```

* LUMO level: -0.71 eV
* HOMO-LUMO gap: 0.3005 hartree
* ΔE to the lowest compared entry with this formula, charge and spin: 2.558 eV
* spin multiplicity: 1


10.
Here is an isolated molecule of C4H5FN2S from the Open Molecules 2025 dataset. Energies are from ωB97M-V with the def2-TZVPD basis set.

The geometry in XYZ format:
```
13
Properties=species:S:1:pos:R:3:mulliken_charge:R:1
C 0.5246 -0.2995 -0.0483 0.25
C -0.7872 -1.0739 0.0154 -0.06
C -1.7688 0.0549 -0.0275 0.42
C -1.1644 1.2532 -0.0206 -0.70
H 3.9048 -0.7412 -0.1532 0.16
H -0.8505 -1.6286 0.9499 0.23
H -0.8994 -1.7456 -0.8476 0.24
H -1.6065 2.2216 0.0757 0.40
H 0.8663 1.7825 0.1209 0.21
N 1.6770 -0.8767 -0.0379 -0.51
N 0.2167 1.0409 -0.0786 -0.14
F -3.1095 -0.2082 0.0208 -0.28
S 2.9968 0.2207 0.0310 -0.22
```

* LUMO level: 0.77 eV
* HOMO-LUMO gap: 0.3217 hartree
* ΔE to the lowest compared entry with this formula, charge and spin: 1.271 eV
* spin multiplicity: 1


11.
Here is an isolated molecule of C4H5FO from the Open Molecules 2025 dataset. Energies are from ωB97M-V with the def2-TZVPD basis set.

The geometry in XYZ format:
```
11
Properties=species:S:1:pos:R:3:mulliken_charge:R:1
C 1.6617 0.5690 0.0288 -0.17
C 0.3350 0.6325 0.0156 -0.51
C -0.7044 -0.3722 -0.2466 0.38
C -2.0388 0.1999 -0.4370 -0.44
H 2.3976 1.3053 0.3227 0.34
H 0.0387 1.6168 0.2589 0.22
H -0.4923 -1.3338 -0.7287 0.36
H -2.2021 1.2732 -0.3745 0.22
H -2.7311 -0.3408 -1.0442 0.26
O -1.6536 -0.3778 0.7571 -0.40
F 2.2997 -0.6303 -0.0729 -0.25
```

* LUMO level: 1.08 eV
* HOMO-LUMO gap: 0.3919 hartree
* ΔE to the lowest compared entry with this formula, charge and spin: 1.443 eV
* spin multiplicity: 1


12.
Here is an isolated molecule of C4H5FO from the Open Molecules 2025 dataset. Energies are from ωB97M-V with the def2-TZVPD basis set.

The geometry in XYZ format:
```
11
Properties=species:S:1:pos:R:3:mulliken_charge:R:1
C 0.8029 -0.5227 0.9826 -0.22
C -0.1799 -0.1215 -0.0370 0.37
C -1.1695 -0.8605 -0.7272 -0.73
C 0.0174 1.3575 -0.2172 0.03
H 0.7483 0.1868 1.8571 0.24
H 0.5407 -1.5860 1.0962 0.27
H -1.0740 -1.8667 -0.8478 0.38
H -1.5686 -0.0968 -1.5738 0.19
H -0.8433 1.5590 -0.9043 0.15
O 0.7534 2.1370 0.2187 -0.41
F 1.9726 -0.1860 0.1526 -0.29
```

* LUMO level: -0.26 eV
* HOMO-LUMO gap: 0.3510 hartree
* ΔE to the lowest compared entry with this formula, charge and spin: 2.315 eV
* spin multiplicity: 1


| no. | E_tot (eV) |
| --- | --- |
| 1 | -38782.644 |
| 2 | -36128.917 |
| 3 | -27618.676 |
| 4 | -11153.273 |
| 5 | -14426.242 |
| 6 | -9923.740 |
| 7 | -9923.774 |
| 8 | -11968.733 |
| 9 | -22201.720 |
| 10 | -20760.720 |
| 11 | -8991.586 |
| 12 | -8990.714 |